(1)
DFT (wB97M-V/def2-TZVPD) results for C45H41BIN9Rh as an isolated structure.

Geometry as XYZ:
```
98
Properties=species:S:1:pos:R:3:forces:R:3
Rh -0.3331 -0.0237 -0.1697 0.1 -0.4 0.2
C 3.5880 -3.6915 -1.6915 0.0 0.0 0.0
C 3.1261 -2.2956 -1.4353 0.0 0.0 0.0
C 3.8730 -1.1352 -1.3632 0.0 0.0 -0.1
C 2.9428 -0.1068 -1.1825 0.1 0.1 0.1
N 1.7159 -0.6174 -1.0839 -0.2 -0.1 -0.1
N 1.8323 -1.9568 -1.2647 0.0 0.0 0.0
B 0.5738 -2.8180 -1.4869 0.0 0.0 0.0
N -0.1381 -3.1496 -0.1508 -0.1 0.1 -0.1
N -0.9308 -2.2213 0.4481 0.3 0.0 0.1
C -1.6532 -2.8760 1.3644 -0.2 0.0 0.0
C -1.2894 -4.2266 1.3868 0.0 0.0 0.0
C -0.3366 -4.3651 0.3976 0.0 0.0 0.0
C 0.3641 -5.6015 -0.0587 0.0 0.0 0.0
C -2.7702 -2.2666 2.1091 0.0 -0.1 0.0
C -3.0308 -2.6528 3.4223 0.0 0.0 0.0
C -4.0918 -2.0964 4.1203 0.0 0.0 0.0
C -4.9062 -1.1508 3.5107 0.0 0.0 0.0
C -4.6653 -0.7790 2.1943 0.0 0.0 0.0
C -3.6075 -1.3404 1.4956 -0.1 0.0 0.0
N -0.4140 -2.0492 -2.4188 0.0 -0.1 0.1
N -0.9518 -0.8608 -2.0512 0.2 0.0 0.3
C -1.7670 -0.4611 -3.0182 -0.2 0.1 -0.2
C -1.7659 -1.4042 -4.0478 0.1 -0.1 0.0
C -0.8958 -2.3983 -3.6283 0.1 0.0 0.0
C -0.5049 -3.6592 -4.3227 0.0 0.0 0.0
C -2.5175 0.7977 -2.9002 0.0 0.0 -0.1
C -2.7532 1.5771 -4.0305 0.0 0.0 0.0
C -3.4583 2.7667 -3.9315 0.0 0.0 0.0
C -3.9376 3.1964 -2.7001 0.0 -0.1 0.0
C -3.7114 2.4242 -1.5682 0.0 0.0 -0.1
C -3.0091 1.2322 -1.6708 -0.1 0.0 0.1
C 3.2178 1.3392 -1.2233 0.1 0.0 0.0
C 4.3166 1.8690 -0.5491 0.0 0.0 0.0
C 4.6002 3.2230 -0.6284 0.0 0.0 0.0
C 3.7954 4.0617 -1.3919 0.0 0.0 0.0
C 2.7198 3.5346 -2.0910 0.0 0.0 0.0
C 2.4388 2.1784 -2.0118 0.0 0.0 -0.1
H 4.6701 -3.6953 -1.8033 0.0 0.0 0.0
H 3.1477 -4.1010 -2.6001 0.0 0.0 0.0
H 3.3283 -4.3587 -0.8695 0.0 0.0 0.0
H 4.9351 -1.0346 -1.5090 0.0 0.0 0.0
H 0.8925 -3.8431 -2.0096 0.0 0.1 0.0
H -1.7224 -5.0110 1.9840 0.0 0.0 0.0
H 0.0388 -6.4436 0.5485 0.0 0.0 0.0
H 1.4455 -5.5078 0.0394 0.0 0.0 0.0
H 0.1463 -5.8261 -1.1021 0.0 0.0 0.0
H -2.3910 -3.3842 3.9031 0.0 0.0 0.0
H -4.2838 -2.4012 5.1408 0.0 0.0 0.0
H -5.7340 -0.7162 4.0550 0.0 0.0 0.0
H -5.3134 -0.0629 1.7055 0.0 0.0 0.0
H -3.4367 -1.0825 0.4569 0.0 0.0 0.0
H -2.3366 -1.3879 -4.9603 0.0 0.0 0.0
H -1.0008 -3.7087 -5.2896 0.0 0.0 0.0
H -0.7922 -4.5376 -3.7448 0.0 0.0 0.0
H 0.5717 -3.7050 -4.4853 0.0 0.0 0.0
H -2.3681 1.2556 -4.9902 0.0 0.0 0.0
H -3.6339 3.3609 -4.8184 0.0 0.0 0.0
H -4.4930 4.1219 -2.6257 0.0 0.0 0.0
H -4.0980 2.7412 -0.6078 0.0 0.0 0.0
H -2.8854 0.6122 -0.7856 0.0 0.0 -0.1
H 4.9335 1.2172 0.0588 0.0 0.0 0.0
H 5.4516 3.6264 -0.0957 0.0 0.0 0.0
H 4.0206 5.1180 -1.4576 0.0 0.0 0.0
H 2.1036 4.1772 -2.7067 0.0 0.0 0.0
H 1.6250 1.7555 -2.5887 0.0 0.0 0.0
C 4.1972 0.0987 3.4710 0.0 0.0 0.0
C 4.1181 1.4535 3.1596 0.0 0.0 0.0
C 3.1176 1.9282 2.3377 0.0 0.0 0.0
C 2.1474 1.0425 1.8149 -0.1 0.0 0.0
C 2.2785 -0.3381 2.0986 0.0 0.0 0.0
C 3.2785 -0.7969 2.9248 0.0 0.0 0.0
N 1.1193 1.3954 1.0033 -0.2 0.2 -0.1
C 0.6439 2.6786 0.7942 0.1 -0.1 0.1
C 0.7543 3.7708 1.6650 0.0 0.0 0.1
C 0.1426 4.9718 1.3410 0.0 0.0 0.0
C -0.5909 5.1094 0.1687 0.0 0.0 0.0
C -0.7544 4.0174 -0.6813 0.0 0.1 0.0
C -0.1517 2.8255 -0.3530 0.0 -0.1 0.0
H 4.9861 -0.2620 4.1172 0.0 0.0 0.0
H 4.8597 2.1398 3.5458 0.0 0.0 0.0
H 3.1227 2.9643 2.0366 0.0 0.0 0.0
H 1.5787 -1.0287 1.6397 0.0 0.0 0.0
H 3.3596 -1.8545 3.1375 0.0 0.0 0.0
H 1.2512 3.6667 2.6177 0.0 0.0 0.0
H 0.2227 5.8066 2.0244 0.0 0.0 0.0
H -1.0594 6.0550 -0.0691 0.0 0.0 0.0
H -1.3556 4.0967 -1.5777 0.0 0.0 0.0
H -0.2733 1.9502 -0.9975 0.0 0.3 -0.3
I -3.0922 3.1519 4.6675 0.0 0.0 0.0
C -2.1459 1.7033 3.5649 0.0 0.0 0.0
C -1.5207 0.5664 4.0276 0.0 0.0 0.0
N -1.0461 -0.0750 2.9496 0.0 0.0 0.0
N -1.3473 0.5602 1.8113 0.1 0.2 -0.1
C -2.0005 1.6561 2.1740 -0.1 0.0 -0.1
H -1.3941 0.1799 5.0241 0.0 0.0 0.0
H -0.5912 -0.9744 2.9061 0.0 0.0 0.0
H -2.3410 2.3654 1.4357 0.0 0.0 0.0
```
Positions in Å, forces in eV/Å.

Calculated values
- Multiplicity: 5
- DFT total energy: -72523.2863 eV
- Molecular weight: 948.51 g/mol
- LUMO energy (spin up / spin down): -1.616 / -4.563 eV
- Charge: +1
- Kohn-Sham gap (spin up / spin down): 8.907 / 6.239 eV

***

(2)
DFT (wB97M-V/def2-TZVPD) results for C45H41BiN2O8Se2 as an isolated structure in a non-equilibrium geometry.

Geometry as XYZ:
```
99
Properties=species:S:1:pos:R:3:forces:R:3
Bi 9.9568 6.2152 15.4638 -0.2 1.2 0.2
O 10.4451 6.6306 17.6284 0.3 0.3 0.4
C 11.7190 6.9954 18.1301 -1.6 -1.3 -0.7
C 12.7758 6.8656 16.9465 0.2 -0.2 2.0
C 12.7052 7.7344 15.7359 2.4 0.6 -0.1
C 13.9060 8.1397 15.1780 -1.7 0.1 0.1
C 13.9016 8.7798 13.9332 1.5 0.1 -0.1
C 12.6914 9.0802 13.3510 -1.9 0.1 -1.3
C 11.5196 8.6278 13.9195 0.8 1.0 -1.5
C 10.2406 8.7107 13.1415 -1.1 0.1 -0.2
C 8.9436 8.9764 13.9888 -0.4 -1.1 -0.6
O 8.7535 8.0066 14.9446 0.1 -0.5 0.3
C 9.0942 10.3576 14.5591 -0.5 0.5 1.0
C 8.9801 10.5955 15.9648 0.1 0.7 -1.7
C 8.8331 11.9126 16.3949 -0.2 -0.5 -0.1
C 8.8825 12.9574 15.4834 0.4 -0.1 0.3
C 9.1752 12.7059 14.1659 0.7 0.9 -1.6
C 9.2679 11.4216 13.6595 -0.7 -0.3 1.7
C 7.5879 8.8984 13.0620 1.7 0.8 -0.4
C 6.3016 8.8557 13.6103 0.8 -0.3 0.1
C 5.1880 8.5935 12.8297 -0.5 0.4 0.6
C 5.3214 8.4419 11.4727 0.4 -0.2 -1.2
C 6.5857 8.5737 10.8914 -0.3 0.2 0.2
C 7.7090 8.8576 11.6543 -0.3 -0.3 0.7
N 11.5454 7.9661 15.0831 -1.8 -1.6 1.4
C 12.0359 5.9491 19.2565 -0.1 -0.2 -0.4
C 12.6335 4.7194 18.9524 0.3 0.2 0.0
C 13.2143 3.9519 19.9597 -0.2 -0.2 -0.8
C 13.1237 4.2898 21.2876 -0.9 0.7 0.5
C 12.2553 5.3551 21.6093 0.7 -0.2 -0.8
C 11.7055 6.1598 20.6118 0.0 0.3 0.1
C 11.6696 8.3315 18.8455 0.5 0.8 0.1
C 12.8776 8.8530 19.3788 -1.0 0.9 0.9
C 12.8643 10.0281 20.1422 -0.1 0.2 -0.6
C 11.6939 10.8109 20.2378 1.1 -0.6 -0.2
C 10.5369 10.3118 19.7140 -0.6 -1.0 -1.1
C 10.4858 9.0449 19.0932 0.2 0.0 -0.2
H 13.7734 7.0330 17.4204 -0.5 -0.3 -0.6
H 12.7209 5.7921 16.6526 0.0 0.7 0.0
H 14.8410 8.0152 15.6481 0.8 -0.5 0.8
H 14.8345 8.8446 13.3936 0.1 0.4 -0.1
H 12.5956 9.5467 12.3543 0.3 -0.1 0.6
H 10.3544 9.5553 12.4455 0.1 -0.6 -0.1
H 10.0161 7.7785 12.5750 0.4 0.3 0.2
H 9.0348 9.7880 16.6719 -0.3 -0.4 -0.1
H 8.6282 12.0998 17.4393 0.1 0.1 0.2
H 8.8117 13.9806 15.7863 -0.1 0.4 0.4
H 9.4267 13.5557 13.4910 -0.5 -0.6 0.5
H 9.3482 11.2099 12.6129 0.2 0.2 -0.4
H 6.1716 8.9656 14.6716 0.2 -0.1 0.3
H 4.2105 8.5454 13.3186 0.3 -0.1 -0.2
H 4.4909 8.2276 10.7933 0.1 0.0 0.5
H 6.6790 8.4508 9.8260 0.1 0.0 -0.3
H 8.6641 8.9984 11.1479 -0.2 -0.2 0.3
H 12.7318 4.3098 17.9319 -0.1 0.7 0.5
H 13.7263 3.0841 19.5881 0.4 -0.4 0.4
H 13.6267 3.7252 22.0629 0.0 0.0 0.0
H 12.0982 5.6684 22.6199 -0.1 -0.2 0.6
H 11.0350 6.9830 20.9493 0.8 -0.5 -0.6
H 13.8231 8.3481 19.3003 0.1 -0.4 -0.3
H 13.7920 10.4249 20.5689 -0.3 -0.2 -0.2
H 11.7565 11.8116 20.6136 -0.1 0.3 0.4
H 9.6352 10.8861 19.5797 -0.2 0.4 0.6
H 9.4889 8.6816 18.7813 1.0 0.0 -0.1
O 12.1291 3.2630 12.0394 2.2 -0.5 -0.5
C 11.5742 4.0805 12.9523 -5.4 0.6 -0.2
O 12.0657 4.8263 13.7902 1.3 -0.4 0.0
C 10.0793 3.9752 12.7305 2.9 0.3 0.2
C 9.5337 3.2695 11.6410 -0.3 0.4 0.9
C 8.1824 3.1137 11.6851 -0.5 -1.3 -2.3
C 7.3688 3.6021 12.7431 -1.3 -0.5 0.0
C 7.9656 4.3467 13.7229 0.3 0.3 -0.7
N 9.2815 4.6068 13.6198 -0.4 0.8 1.7
C 7.1636 4.8385 14.9498 2.2 1.2 1.3
O 6.1080 4.2543 15.1532 -1.4 -0.5 0.2
O 7.6857 5.7060 15.7934 -0.7 -1.8 -1.9
H 13.0894 3.3643 12.0077 0.0 0.2 0.2
H 10.2098 2.9106 10.8770 -0.4 -0.2 -0.1
H 7.7658 2.5288 10.8121 0.0 0.8 1.2
H 6.2932 3.3444 12.8045 0.9 0.3 -0.1
O 6.7077 1.6295 14.9169 -1.0 0.9 0.4
C 7.7417 1.6699 15.8615 0.8 1.2 -0.2
C 7.3192 1.2455 17.2376 0.1 -0.6 1.4
C 6.7285 -0.1733 17.1920 -0.7 -0.8 1.0
O 5.5421 -0.2810 16.4190 0.3 0.8 -0.3
C 6.2969 2.1872 17.9702 0.7 0.8 -0.4
Se 7.1420 3.6636 19.1037 0.2 -1.1 -0.6
C 8.6127 1.1297 18.0472 0.7 0.3 1.4
Se 9.3413 2.9484 18.5787 -0.4 -0.6 -0.6
H 6.2697 2.5299 15.0312 0.3 -0.5 -0.7
H 8.1293 2.7111 15.9928 0.0 -0.7 -0.5
H 8.5611 1.0145 15.5133 -0.3 0.3 0.1
H 6.4349 -0.4535 18.2246 0.2 0.1 -0.2
H 7.4506 -0.9599 16.8877 0.1 0.6 -0.2
H 5.6368 0.4679 15.7788 -0.2 -0.7 0.0
H 5.6844 1.6214 18.6460 -0.1 -0.3 0.4
H 5.6330 2.7635 17.3223 0.2 -0.3 -0.3
H 9.3731 0.5146 17.5403 -0.1 0.6 -0.2
H 8.5367 0.6530 19.0366 -0.7 0.0 -0.4
```
Positions in Å, forces in eV/Å.

Calculated values
- Multiplicity: 1
- Energy above the lowest of the compared OMol25 structures with the same formula, charge and spin: 64.8 kcal/mol
- DFT total energy: -203222.0901 eV
- Molecular weight: 1104.73 g/mol
- LUMO energy (spin up / spin down): 3.989 / 3.989 eV
- Charge: -2
- Kohn-Sham gap (spin up / spin down): 3.962 / 3.088 eV